The following is a quantum chemistry calculation of a molecular structure, C30H27BrN8O6PSY in a non-equilibrium geometry, from the Open Molecules 2025 dataset.

Cartesian coordinates (Å):
Y (-0.35, -0.27, 1.05)
Br (3.89, -4.44, 1.96)
S (-2.66, -2.42, -1.03)
P (0.86, 0.20, -1.39)
O (-0.29, -2.04, -0.05)
O (1.11, 1.32, 1.13)
O (0.83, 3.54, 1.36)
O (-2.63, -1.73, 4.37)
O (-1.16, -2.11, 2.82)
O (-2.35, 0.35, -0.06)
N (-1.59, 2.32, 1.95)
N (-3.56, -0.14, 0.07)
N (-2.91, 0.85, 4.92)
N (-1.88, -1.36, 3.46)
N (-1.58, -2.10, 0.25)
N (1.43, -1.21, 2.43)
N (-2.26, 2.16, 3.17)
N (-1.77, -0.05, 3.02)
C (-4.50, 0.66, 0.63)
C (4.65, -2.46, -1.63)
C (-6.18, -1.00, 0.28)
C (3.06, -1.06, 4.17)
C (1.75, 1.81, -1.63)
C (1.83, 2.77, -0.62)
C (-0.59, -1.15, -3.40)
C (2.37, 2.08, -2.85)
C (1.21, 2.56, 0.73)
C (2.32, -0.90, -1.58)
C (-0.14, 0.08, -2.92)
C (3.77, -2.48, -2.71)
C (-0.63, 1.24, -3.52)
C (4.38, -1.65, -0.54)
C (-1.51, 1.17, -4.60)
C (3.03, 3.28, -3.07)
C (2.00, -2.35, 2.01)
C (3.12, -2.87, 2.63)
C (-5.21, -1.81, -0.27)
C (3.07, 4.24, -2.06)
C (-1.46, -1.22, -4.49)
C (2.47, 3.99, -0.84)
C (-1.92, -0.06, -5.09)
C (3.23, -0.88, -0.51)
C (3.66, -2.23, 3.73)
C (1.96, -0.58, 3.49)
C (-3.89, -1.39, -0.37)
C (-5.81, 0.25, 0.75)
C (2.61, -1.70, -2.68)
C (-2.33, 0.95, 3.73)
H (1.97, -1.71, -3.55)
H (1.49, 0.35, 3.78)
H (-1.79, -2.19, -4.85)
H (5.55, -3.07, -1.65)
H (2.32, 1.34, -3.65)
H (-0.75, 2.86, 2.05)
H (1.56, -2.84, 1.16)
H (-3.26, 1.66, 5.40)
H (-7.21, -1.34, 0.36)
H (3.04, -0.22, 0.33)
H (-2.20, 2.78, 1.29)
H (-2.59, -0.12, -5.94)
H (-4.14, 1.62, 0.94)
H (-1.87, 2.09, -5.06)
H (-3.06, -0.07, 5.29)
H (-0.32, 2.22, -3.16)
H (3.50, 3.47, -4.02)
H (2.49, 4.72, -0.05)
H (-2.53, 2.96, 3.70)
H (3.58, 5.18, -2.23)
H (-6.53, 0.93, 1.20)
H (5.08, -1.61, 0.29)
H (3.45, -0.52, 5.02)
H (3.99, -3.09, -3.57)
H (-0.28, -2.06, -2.91)
H (4.53, -2.64, 4.22)
H (-5.45, -2.81, -0.62)

Calculated values
Max |F|: 2.5 eV/A
Orbital gap (alpha / beta): 7.38 / 7.56 eV
Net charge: +1
LUMO energy (alpha / beta): -2.86 / -3.02 eV
2S+1: 2